18
Properties=species:S:1:pos:R:3:forces:R:3:mulliken_charge:R:1 method="wB97M-V/def2-TZVPD" e_lumo_ev=-3.4616 total_charge=+1 orbital_gap_ev=9.7575 e_homo_ev=-13.22 e_tot_ev=-18681.7687
C -0.33706 0.91559 -0.04658 0.783 -0.671 -5.106 -0.5006
C -0.94564 1.83576 0.91600 0.857 2.841 -0.126 -0.8353
S -2.54177 1.47781 1.62865 -0.261 -0.225 -0.344 -0.1087
N 0.18506 -0.42323 0.36405 -1.164 0.411 -1.373 -0.3542
H 0.54004 1.34699 -0.63616 -0.779 0.046 1.364 0.3756
H -0.93972 0.68457 -0.97470 -0.318 0.346 1.367 0.3467
H -1.08251 2.83202 0.35380 0.375 -1.513 0.713 0.3309
H -0.16720 2.10638 1.64168 -0.501 -0.152 0.414 0.3632
H -3.12545 1.94281 0.49990 -0.313 -0.323 0.483 0.1711
H 1.16051 -0.29631 0.58701 0.215 -0.724 0.726 0.4673
H 0.14692 -1.07612 -0.45719 0.276 0.590 0.800 0.3105
H -0.40173 -0.84900 1.07995 0.418 -0.023 0.284 0.4061
H 1.71619 -2.90804 1.72771 0.348 -0.223 -0.228 0.3263
H 1.26041 -1.65655 2.37183 -0.147 0.378 1.115 0.3239
O 1.64281 -1.96276 1.56311 0.299 -0.842 -0.233 -0.6326
H 0.33440 -1.71717 -3.79018 0.580 -0.219 0.360 0.3407
H 1.40841 -0.67585 -3.56739 0.022 -1.021 0.325 0.3336
O 1.14631 -1.57689 -3.26148 -0.690 1.324 -0.539 -0.6645


18
Properties=species:S:1:pos:R:3:forces:R:3:mulliken_charge:R:1 method="wB97M-V/def2-TZVPD" e_lumo_ev="-8.0430 / -13.4210" multiplicity=2 total_charge=+2 orbital_gap_ev="11.0581 / 5.6800" e_homo_ev="-19.10 / -19.10" e_tot_ev=-18669.5291
C 0.82783 -1.08778 -0.01630 -0.730 0.476 0.008 -0.4757
C 2.12258 -0.27785 0.32828 0.745 -0.247 0.100 -0.5635
S 2.22763 1.45007 0.87674 -0.176 -0.854 -0.089 0.2495
N -0.52384 -0.59943 0.42056 -0.130 0.220 0.106 -0.1435
H 0.91975 -2.10204 0.36435 0.289 0.035 -0.033 0.4225
H 0.75936 -1.12177 -1.09705 0.110 -0.083 -0.121 0.3335
H 2.75300 -0.26746 -0.56744 -0.189 -0.021 0.002 0.4047
H 2.69971 -0.82935 1.09068 -0.188 0.251 0.018 0.4510
H 1.91364 1.20971 2.16842 -0.056 0.199 0.184 0.3331
H -1.23077 -0.92183 -0.26754 -0.451 -0.120 -0.029 0.3133
H -0.68864 0.42964 0.36082 0.297 0.181 -0.215 0.2339
H -0.85784 -0.88868 1.34201 0.313 -0.303 0.036 0.4230
H -0.06331 2.49369 0.43242 -0.286 0.752 0.009 0.2950
H -1.01452 2.53159 -0.78540 -0.059 0.009 0.122 0.3619
O -0.85843 2.09628 0.06784 0.307 -0.341 -0.096 -0.6166
H -2.77968 -1.30350 -2.04647 -0.211 -0.027 -0.050 0.3316
H -3.45673 -0.08412 -1.39778 -0.089 -0.024 0.057 0.3121
O -2.74972 -0.72717 -1.27414 0.504 -0.102 -0.007 -0.6660


18
Properties=species:S:1:pos:R:3:forces:R:3:mulliken_charge:R:1 method="wB97M-V/def2-TZVPD" e_lumo_ev=-2.7910 total_charge=+1 orbital_gap_ev=11.8159 e_homo_ev=-14.61 e_tot_ev=-9894.3508
C 0.54256 1.36054 0.05549 -1.695 -0.303 -0.606 -0.0295
C -0.32393 1.68362 -0.90390 -0.727 -0.663 0.626 -0.6370
N 0.14283 0.86895 1.41919 -2.100 1.762 -0.470 -0.1987
H 1.57789 1.21620 -0.07384 1.147 0.461 -0.149 0.4172
H -0.09609 2.05115 -1.90705 0.514 -0.266 0.517 0.2826
H -1.40065 1.46993 -0.76604 0.789 0.509 0.112 0.0876
H -0.97622 0.85078 1.57668 2.424 0.181 -0.586 0.3526
H 0.54907 -0.05758 1.48282 0.264 -0.870 0.375 0.3656
H 0.58858 1.54809 2.07498 -0.555 -0.970 -0.198 0.4054
H 1.71675 -2.35364 1.37731 -0.021 0.488 0.141 0.3146
H 1.24916 -2.12802 -0.02263 -0.019 0.694 0.070 0.3103
O 1.40536 -1.63079 0.80768 -0.038 -0.998 -0.276 -0.6590
H 0.85735 -2.49998 -3.28886 0.718 -0.270 0.937 0.3226
H 1.92158 -3.43735 -2.66107 0.136 -0.257 -0.191 0.3247
O 1.41718 -2.64317 -2.48927 -0.865 0.546 -0.550 -0.6358
H -2.96075 1.67600 0.48561 -0.898 1.571 -2.052 0.2875
H -3.50139 0.85190 1.62280 -0.608 -0.255 0.358 0.3116
O -2.70927 1.17338 1.21012 1.533 -1.359 1.944 -0.6222


19
Properties=species:S:1:pos:R:3:forces:R:3:mulliken_charge:R:1 method="wB97M-V/def2-TZVPD" e_lumo_ev="0.4319 / -2.7518" multiplicity=2 orbital_gap_ev="10.6385 / 7.3901" e_homo_ev="-10.21 / -10.14" e_tot_ev=-11945.8074
C -1.32668 2.11088 -0.89499 0.432 0.631 0.705 -0.8613
N -0.46773 1.07715 -1.46517 -0.358 -0.587 0.796 -0.2599
C 0.88461 1.03313 -1.00438 -0.604 0.597 -0.336 -0.3922
O 1.25089 0.60201 0.24355 0.034 0.257 -0.052 -0.3857
H -1.41330 2.93166 -1.60144 -0.601 -0.021 -0.153 0.2963
H -0.95128 2.59037 0.02158 0.494 -0.325 -0.100 0.3067
H -2.27046 1.71592 -0.53007 -0.307 -0.046 -0.653 0.3005
H -0.93789 0.18370 -1.45029 0.143 -0.162 -0.008 0.2787
H 1.20506 2.08504 -1.06448 0.829 -0.317 -0.466 0.4247
H 1.40582 0.28270 -1.63034 0.539 0.576 -0.267 0.2621
H 1.76316 -2.63691 -1.68246 -0.190 0.203 0.276 0.3036
H 2.52138 -2.54464 -0.30542 -0.358 0.197 -0.047 0.3192
O 2.47261 -2.99668 -1.14971 0.517 -0.417 -0.214 -0.6118
H 0.16142 -1.26209 2.07922 -0.048 -0.258 -0.117 0.3241
H 0.30547 -0.59578 0.72830 0.028 0.173 0.146 0.4322
O -0.24674 -1.23053 1.20379 -0.235 -0.501 0.472 -0.7560
H -1.51669 -0.06293 2.07819 -0.561 -0.420 0.324 0.3440
H -2.83103 0.54624 1.75323 -0.382 0.020 0.187 0.3010
O -2.40704 0.06541 2.47125 0.629 0.400 -0.494 -0.6261


18
Properties=species:S:1:pos:R:3:forces:R:3:mulliken_charge:R:1 method="wB97M-V/def2-TZVPD" e_lumo_ev=0.5641 orbital_gap_ev=9.8897 e_homo_ev=-9.33 e_tot_ev=-19246.0416
C 3.39017 -0.16864 1.29623 0.807 0.470 0.394 -1.1950
C 1.96920 -0.42221 1.76342 0.148 -1.182 0.333 -0.1481
S 0.71201 0.83970 1.46438 -0.036 0.149 0.298 -0.3190
H 3.81938 0.60916 1.94576 0.164 -0.198 -0.267 0.3305
H 3.56279 0.13767 0.25640 -0.640 0.027 0.174 0.3531
H 3.99407 -1.08544 1.41562 -0.301 0.322 0.188 0.3236
H 1.59222 -1.23707 1.16220 -0.143 -0.598 0.205 0.2320
H 2.00845 -0.74417 2.84892 -0.275 0.495 -1.236 0.2888
H 1.56954 1.80984 1.21722 0.254 0.605 -0.047 0.1345
H -3.98094 -1.09518 -1.34422 -0.003 -0.194 -0.095 0.3195
H -2.75862 -2.03564 -1.44673 -0.272 -0.108 -0.177 0.3507
O -3.19754 -1.39976 -0.87444 0.112 0.128 0.186 -0.6764
H -3.71790 2.40928 -1.77145 0.181 -0.315 0.388 0.3035
H -3.28778 0.87990 -1.87473 0.376 0.329 0.475 0.3528
O -3.60966 1.65007 -2.34624 -0.416 0.000 -0.839 -0.6314
H -0.31431 0.57398 -0.89156 -0.131 -0.425 0.066 0.2730
H -1.15598 -0.70038 -1.21942 -0.061 0.323 0.388 0.3072
O -0.59508 -0.02110 -1.60135 0.236 0.172 -0.432 -0.5993


19
Properties=species:S:1:pos:R:3:forces:R:3:mulliken_charge:R:1 method="wB97M-V/def2-TZVPD" e_lumo_ev=0.2415 orbital_gap_ev=8.3625 e_homo_ev=-8.12 e_tot_ev=-30079.5244
C 0.10847 -0.82742 -2.94069 2.391 -2.303 0.371 -0.9475
C 0.15937 -0.11876 -1.59506 2.549 2.317 1.786 -0.2320
S -0.46732 1.53701 -1.89727 -1.911 0.451 -0.894 -0.0893
S 0.82845 2.86492 -1.04014 -0.717 2.224 0.239 -0.2209
H -0.45992 -0.35393 -3.73191 -1.240 -0.422 0.489 0.3315
H 1.09962 -0.86672 -3.52801 -0.883 0.209 1.534 0.2642
H -0.04682 -1.89500 -2.58390 -0.556 0.937 -1.578 0.2646
H -0.34737 -0.53654 -0.65443 0.697 0.053 -1.777 0.2200
H 1.24754 0.21657 -1.26838 -1.822 -1.553 -0.526 0.2210
H -0.07693 4.00479 -1.24357 1.471 -2.012 0.396 0.1773
H 2.82545 -0.15863 1.89894 -2.665 0.406 2.040 0.3264
H 1.82663 -0.83468 3.00090 0.507 1.261 -0.678 0.3710
O 1.99199 0.01774 2.50769 2.168 -1.709 -1.281 -0.6690
H -2.46964 -0.20008 1.55489 0.520 -0.164 -0.757 0.2962
H -2.37874 0.44087 0.00582 -0.090 -0.498 1.668 0.3386
O -2.82462 0.39463 0.89044 -0.431 0.740 -0.944 -0.6263
H -0.12905 -1.26702 2.86247 0.637 -0.434 -1.724 0.2617
H -0.69292 -0.78382 4.03014 1.100 -2.294 0.471 0.3585
O -0.19417 -1.63393 3.73206 -1.726 2.789 1.164 -0.6462


19
Properties=species:S:1:pos:R:3:forces:R:3:mulliken_charge:R:1 method="wB97M-V/def2-TZVPD" e_lumo_ev=0.6042 orbital_gap_ev=8.5042 e_homo_ev=-7.90 e_tot_ev=-30081.0588
C 1.41828 -1.08751 0.80227 -0.221 -0.191 -1.176 -0.7655
S 1.87569 -0.41653 -0.87565 -0.405 0.377 0.755 -0.0869
S 0.63394 1.26460 -1.11525 0.558 -0.621 -0.217 -0.0679
C 1.93806 2.44648 -1.55571 -0.862 0.620 0.380 -0.8125
H 1.25118 -2.13125 0.53851 -0.021 -0.090 0.426 0.2832
H 2.14366 -0.99953 1.60483 0.218 0.318 -0.235 0.3052
H 0.46799 -0.65248 1.08453 -0.051 0.111 0.119 0.2399
H 2.53557 2.05525 -2.36867 0.382 -0.039 0.223 0.2907
H 1.45257 3.35963 -1.91543 -0.167 -0.182 -0.085 0.3079
H 2.44018 2.73807 -0.63844 0.620 -0.244 -0.225 0.2757
H -0.51380 -1.40809 -3.45723 0.190 0.168 0.135 0.3080
H -1.46323 -2.45296 -2.95955 -0.329 -0.302 0.019 0.2782
O -0.75508 -1.88711 -2.65784 0.086 0.098 -0.117 -0.5671
H -4.18169 -2.39728 1.44752 -0.199 -0.129 -0.353 0.3209
H -5.32009 -2.40200 0.36327 0.240 -0.287 -0.076 0.3173
O -4.97933 -1.95471 1.13767 -0.040 0.420 0.432 -0.6386
H -0.31460 1.73046 3.77963 -0.413 -0.454 0.036 0.3064
H 0.84631 2.53382 3.46378 0.883 1.116 -0.081 0.2967
O 0.52439 1.66114 3.32177 -0.467 -0.690 0.041 -0.5915


Copy entry 3 word for word.
18
Properties=species:S:1:pos:R:3:forces:R:3:mulliken_charge:R:1 method="wB97M-V/def2-TZVPD" e_lumo_ev=-2.7910 total_charge=+1 orbital_gap_ev=11.8159 e_homo_ev=-14.61 e_tot_ev=-9894.3508
C 0.54256 1.36054 0.05549 -1.695 -0.303 -0.606 -0.0295
C -0.32393 1.68362 -0.90390 -0.727 -0.663 0.626 -0.6370
N 0.14283 0.86895 1.41919 -2.100 1.762 -0.470 -0.1987
H 1.57789 1.21620 -0.07384 1.147 0.461 -0.149 0.4172
H -0.09609 2.05115 -1.90705 0.514 -0.266 0.517 0.2826
H -1.40065 1.46993 -0.76604 0.789 0.509 0.112 0.0876
H -0.97622 0.85078 1.57668 2.424 0.181 -0.586 0.3526
H 0.54907 -0.05758 1.48282 0.264 -0.870 0.375 0.3656
H 0.58858 1.54809 2.07498 -0.555 -0.970 -0.198 0.4054
H 1.71675 -2.35364 1.37731 -0.021 0.488 0.141 0.3146
H 1.24916 -2.12802 -0.02263 -0.019 0.694 0.070 0.3103
O 1.40536 -1.63079 0.80768 -0.038 -0.998 -0.276 -0.6590
H 0.85735 -2.49998 -3.28886 0.718 -0.270 0.937 0.3226
H 1.92158 -3.43735 -2.66107 0.136 -0.257 -0.191 0.3247
O 1.41718 -2.64317 -2.48927 -0.865 0.546 -0.550 -0.6358
H -2.96075 1.67600 0.48561 -0.898 1.571 -2.052 0.2875
H -3.50139 0.85190 1.62280 -0.608 -0.255 0.358 0.3116
O -2.70927 1.17338 1.21012 1.533 -1.359 1.944 -0.6222